1.
ORCA calculation (the ωB97M-V functional and the def2-TZVPD basis) on an isolated molecule of C4H12N3 at a distorted geometry.

Structure (XYZ):
```
19
Properties=species:S:1:pos:R:3:forces:R:3
C -0.858 0.777 -1.445 -0.389 -0.530 0.690
C 0.441 0.144 -0.899 0.348 0.748 -0.626
C 0.406 -0.223 0.529 -0.778 -1.311 0.312
C 0.355 -1.499 0.979 0.522 0.859 0.613
N 0.210 -1.729 2.397 -0.861 -0.544 -0.179
N 0.578 0.822 1.547 -0.045 0.181 -0.492
N -0.892 1.053 -2.842 -0.111 0.469 0.249
H -1.683 0.104 -1.175 0.040 -0.004 -0.056
H -1.057 1.685 -0.872 -0.004 0.145 -0.180
H 0.692 -0.728 -1.508 -0.071 -0.118 0.136
H 1.235 0.878 -1.087 0.161 -0.053 0.095
H 0.412 -2.364 0.334 -0.062 0.148 -0.339
H 0.592 -2.637 2.639 0.284 0.177 0.028
H -0.798 -1.851 2.597 0.363 0.274 0.008
H 0.020 1.670 1.377 -0.125 -0.324 0.129
H 0.377 0.422 2.471 -0.065 0.051 -0.001
H 1.594 1.197 1.601 0.541 0.078 0.071
H -0.941 0.296 -3.491 0.140 0.089 -0.222
H -0.683 1.984 -3.152 0.113 -0.336 -0.237
```
Forces are in eV/Å.

Computed properties:
Lowest unoccupied orbital energy (spin up / spin down)   1.051 / 0.709 eV
Energy relative to the best compared isomer or geometry (same formula, charge and spin)   195.15 kJ/mol
Kohn-Sham gap (spin up / spin down)   4.5011 / 9.4500 eV
Spin multiplicity   2

***

2.
ORCA calculation (the ωB97M-V functional and the def2-TZVPD basis) on an isolated molecule of C4H8N2O at a distorted geometry.

Structure (XYZ):
```
15
Properties=species:S:1:pos:R:3:forces:R:3
C 0.187 -1.420 0.677 0.014 -0.016 0.046
C -0.531 -0.144 0.231 0.049 -0.171 -0.117
O -0.641 0.697 1.359 -0.071 0.206 0.018
C -1.890 -0.503 -0.257 -0.987 -0.219 -0.481
N -2.937 -0.770 -0.670 1.061 0.254 0.438
C 0.239 0.552 -0.918 -0.202 -0.067 -0.118
N 1.240 1.451 -0.350 0.203 -0.180 -0.070
H -0.175 -1.717 1.664 -0.023 -0.009 -0.145
H 1.265 -1.239 0.745 -0.165 -0.006 -0.011
H -0.001 -2.225 -0.040 0.103 0.133 0.149
H -0.748 1.607 1.048 0.037 -0.109 0.118
H -0.455 1.144 -1.528 0.065 -0.126 0.074
H 0.642 -0.249 -1.559 -0.034 0.213 0.095
H 2.030 1.549 -0.975 -0.091 0.085 0.000
H 1.595 1.078 0.523 0.041 0.013 0.003
```
Forces are in eV/Å.

Computed properties:
Lowest unoccupied orbital energy   0.710 eV
Structure (SMILES)   C[C@](O)(C#N)CN
Energy relative to the best compared isomer or geometry (same formula, charge and spin)   152.58 kJ/mol
Kohn-Sham gap   10.8128 eV

***

3.
ORCA calculation (the ωB97M-V functional and the def2-TZVPD basis) on a cluster of 21 separate species, H42O21 in total at a distorted geometry.

Structure (XYZ):
```
63
Properties=species:S:1:pos:R:3:forces:R:3
O 0.769 4.967 -1.400 -2.601 1.409 1.166
H 1.300 4.350 -1.810 1.635 -2.198 -1.533
H -0.094 4.530 -1.120 1.840 1.134 -0.975
O -0.548 4.733 0.606 -1.794 -0.589 0.949
H -0.310 3.806 0.484 0.717 0.239 0.061
H 0.215 5.230 0.881 0.629 -0.063 -0.154
O -1.680 2.725 2.355 -3.089 -2.310 2.380
H -1.087 3.135 1.818 2.536 2.029 -2.123
H -2.344 2.345 1.759 0.491 0.366 0.469
O 0.396 1.363 0.155 3.186 3.844 -1.920
H 0.016 0.651 0.561 -0.885 -2.581 2.217
H 1.417 1.374 0.242 -2.838 -0.537 -0.280
O -3.154 -2.425 3.626 5.742 -0.812 13.546
H -2.168 -2.141 3.590 -2.788 -1.094 0.817
H -3.317 -2.325 2.844 -3.592 1.565 -13.811
O 3.853 2.249 -0.680 -6.322 -7.065 1.644
H 4.006 1.887 0.179 0.752 0.390 0.697
H 4.357 2.874 -0.943 5.682 6.608 -2.101
O 1.405 -0.822 1.714 0.919 0.265 2.586
H 0.757 -1.006 2.417 0.589 0.351 -0.346
H 0.964 -0.999 0.926 -1.066 -0.738 -2.299
O -1.656 -4.114 -1.304 -0.100 2.604 -5.276
H -1.482 -4.598 -0.601 1.449 -3.862 5.025
H -2.300 -3.510 -0.998 -1.429 1.014 -0.011
O 4.324 -1.088 -0.044 1.894 -1.425 0.693
H 3.999 -0.349 -0.507 -1.502 1.348 -0.305
H 3.671 -1.706 0.278 -0.739 0.400 0.001
O 0.734 1.340 4.636 -0.421 -1.748 -0.306
H 0.166 2.096 4.650 0.118 0.999 0.079
H 1.649 1.515 4.826 0.179 0.703 0.144
O -1.556 -0.191 2.612 -1.189 3.662 0.499
H -1.443 0.283 3.480 0.145 -0.731 -1.306
H -1.197 -1.025 2.668 1.214 -2.787 0.397
O 1.819 0.285 -2.221 1.434 -1.057 -0.600
H 1.360 0.445 -3.085 0.776 -0.469 0.707
H 2.680 -0.231 -2.427 -2.250 1.825 -0.159
O -1.298 -0.410 -1.952 -2.725 -2.253 -1.189
H -0.893 -0.016 -1.243 2.329 1.945 2.388
H -2.031 -0.862 -1.462 0.295 0.319 -1.117
O 1.442 -2.398 -3.895 3.540 0.680 1.366
H 1.071 -3.251 -3.713 -0.317 -0.763 0.219
H 2.395 -2.419 -3.434 -3.322 0.032 -1.665
O 4.480 -0.524 -2.825 2.110 1.075 2.183
H 5.220 0.044 -2.367 -1.977 -1.268 -1.736
H 4.257 -1.052 -2.029 0.400 -0.363 -0.717
O -1.907 2.720 -2.318 -1.828 2.379 2.378
H -1.321 2.449 -1.636 0.866 -0.557 0.884
H -1.645 2.289 -3.065 0.908 -1.764 -3.120
O -3.305 -1.981 -0.133 1.152 -0.694 -3.304
H -2.477 -2.219 0.247 0.690 -0.143 1.310
H -3.900 -1.681 0.491 -1.740 1.076 2.227
O -4.430 1.146 1.627 -2.431 3.738 -6.407
H -3.791 0.897 2.151 4.925 -2.911 5.415
H -3.785 1.651 0.992 -2.682 -1.150 0.826
O 1.362 -3.908 1.439 -0.135 -0.444 3.161
H 1.321 -4.012 2.525 0.731 -0.148 -4.591
H 1.934 -4.567 0.975 -0.620 0.525 1.343
O -1.453 -3.467 1.817 -2.385 -1.465 1.153
H -0.655 -3.446 1.324 1.526 -0.919 -0.769
H -1.808 -4.415 1.984 1.325 2.485 -0.580
O -0.111 0.254 -4.350 0.339 1.177 -0.546
H -0.480 0.900 -3.740 -0.165 -0.246 -0.137
H -0.125 -0.546 -3.842 -0.130 -1.035 0.451
```
Forces are in eV/Å.

Computed properties:
Lowest unoccupied orbital energy   -0.817 eV
Energy relative to the best compared isomer or geometry (same formula, charge and spin)   1164.00 kJ/mol
Kohn-Sham gap   9.6648 eV

***

4.
ORCA calculation (the ωB97M-V functional and the def2-TZVPD basis) on a structure of composition C8H18AgF3O9S at a distorted geometry.

Structure (XYZ):
```
40
Properties=species:S:1:pos:R:3:forces:R:3
Ag 0.630 1.070 0.241 -1.125 1.814 0.801
C -1.835 -2.941 0.394 -0.603 1.444 0.404
F -1.223 -2.890 -0.799 -0.121 -0.312 -0.145
F -2.987 -3.618 0.247 0.200 -0.247 -0.046
F -1.042 -3.629 1.222 0.072 -0.241 0.000
S -2.161 -1.170 1.055 0.342 2.846 1.186
O -1.030 -0.422 0.493 -0.178 -1.508 -0.469
O -3.419 -0.680 0.516 0.565 -1.698 0.231
O -2.024 -1.258 2.509 -0.579 -1.149 -1.295
C -1.760 3.182 1.555 -1.930 -0.695 -0.792
O -2.320 2.782 2.617 0.480 -0.038 1.281
O -2.524 3.609 0.600 0.707 0.481 -0.662
O -0.466 3.082 1.389 1.634 -0.496 -0.427
C 2.670 -1.673 2.605 0.494 0.947 0.872
C 1.445 -0.803 2.921 0.413 -0.157 -0.532
O 1.638 0.541 2.478 0.607 -0.546 0.349
H 3.522 -1.416 3.246 -0.203 0.010 0.485
H 3.121 -1.431 1.642 -0.650 -0.573 -0.474
H 2.409 -2.709 2.822 0.191 -0.178 -0.603
H 1.247 -0.856 3.991 -0.177 0.114 0.004
H 0.588 -1.213 2.386 -0.201 0.144 0.138
H 1.600 1.146 3.224 -0.457 0.209 -0.199
C 1.623 -1.728 -1.043 -0.099 -0.286 -1.140
C 2.687 -0.820 -1.627 -0.877 0.654 0.810
O 2.368 0.534 -1.190 1.424 -0.724 -0.421
H 1.781 -2.739 -1.428 -0.005 -0.101 0.110
H 0.638 -1.418 -1.389 -0.003 0.098 0.146
H 1.602 -1.767 0.043 0.188 0.220 -0.014
H 2.696 -0.719 -2.714 -0.052 -0.816 -0.120
H 3.671 -1.123 -1.260 0.142 0.143 -0.053
H 3.193 0.991 -1.386 -0.338 0.692 0.313
C -2.453 2.772 -3.149 -0.897 0.175 -0.578
C -1.711 1.649 -2.456 0.600 0.697 -0.424
O -0.420 2.154 -2.063 -0.109 -0.512 0.228
H -3.279 2.358 -3.738 -0.365 0.000 0.344
H -1.920 3.357 -3.905 0.715 -0.301 0.117
H -2.810 3.504 -2.424 -0.093 -0.230 0.213
H -1.505 0.805 -3.123 -0.396 -0.166 -0.108
H -2.298 1.303 -1.607 0.423 0.137 0.318
H 0.057 2.185 -2.897 0.257 0.149 0.154
```
Forces are in eV/Å.

Computed properties:
Lowest unoccupied orbital energy   4.246 eV
Charge   -2
Energy relative to the best compared isomer or geometry (same formula, charge and spin)   126.66 kJ/mol
Kohn-Sham gap   2.3459 eV

***

5.
ORCA calculation (the ωB97M-V functional and the def2-TZVPD basis) on a structure of composition C22H29N3Ti at a distorted geometry.

Structure (XYZ):
```
55
Properties=species:S:1:pos:R:3:forces:R:3
C 0.386 -0.102 -4.722 0.021 -0.435 -0.841
C 0.415 -1.639 -4.668 0.146 0.198 -0.779
H -0.594 0.258 -5.042 -0.014 0.038 0.202
H 1.087 0.226 -5.500 -0.088 0.039 0.262
H 0.680 0.398 -3.803 0.090 0.110 0.162
H -0.257 -2.074 -3.935 -0.020 -0.059 -0.144
H 0.114 -2.031 -5.646 0.012 0.078 0.169
H 1.428 -2.009 -4.503 -0.065 -0.001 0.198
C -2.383 2.050 -0.045 -0.513 -1.073 0.347
C -3.390 2.794 0.554 0.151 0.332 -0.116
C -4.238 2.198 1.488 0.164 -0.242 -0.259
C -4.062 0.853 1.807 0.544 -0.583 -0.235
H -1.657 2.456 -0.750 -0.329 0.121 0.096
H -3.496 3.846 0.292 0.035 -0.259 0.115
H -5.029 2.772 1.967 0.210 -0.086 -0.111
H -4.665 0.352 2.561 0.042 0.355 -0.193
N -2.257 0.719 0.219 -1.060 0.611 0.675
C -3.054 0.116 1.169 -0.243 1.907 -0.584
C -2.694 -1.251 1.513 0.698 -1.677 0.438
N -1.504 -1.699 0.980 -0.798 -0.470 0.896
C -1.031 -2.932 1.319 -0.636 0.606 -0.193
C -2.972 -3.342 2.691 0.212 0.121 -0.227
C -1.757 -3.778 2.151 0.180 0.008 -0.036
H -0.071 -3.200 0.876 -0.288 -0.079 0.201
H -1.360 -4.769 2.372 -0.143 0.314 -0.029
C -3.433 -2.064 2.384 0.215 0.679 -0.549
H -4.360 -1.658 2.790 0.267 -0.422 -0.044
H -3.557 -3.987 3.344 0.188 0.120 -0.139
Ti -0.544 -0.301 -0.171 1.876 0.441 1.363
C 0.017 -1.481 -1.667 -0.253 -0.204 0.585
H -0.855 -2.138 -1.829 0.243 0.107 -0.080
H 0.935 -2.064 -1.505 -0.218 0.186 -0.210
H 0.124 -0.773 -2.496 0.065 -0.193 0.081
C 4.228 1.595 -1.326 0.478 0.572 0.090
N 3.126 0.755 -0.944 -1.075 -0.009 -0.567
C 3.472 -0.479 -0.299 0.130 -0.099 0.368
C 1.854 1.383 -0.633 1.652 -0.025 -0.217
C 1.549 1.371 0.830 -0.232 0.459 0.315
C 2.195 2.287 1.667 -0.078 -0.126 0.190
C 1.974 2.237 3.044 0.098 0.081 -0.331
C 1.101 1.283 3.576 -0.233 -0.516 -0.084
C 0.473 0.347 2.737 0.011 0.414 0.649
C 0.672 0.417 1.359 -0.274 -0.495 -0.969
H 4.990 0.973 -1.822 -0.293 0.386 0.077
H 4.708 2.087 -0.453 -0.061 -0.120 -0.339
H 3.879 2.379 -2.016 0.241 -0.294 0.155
H 3.581 -0.376 0.796 0.073 -0.128 -0.194
H 2.704 -1.245 -0.487 0.226 0.059 0.028
H 4.434 -0.813 -0.717 -0.453 -0.084 0.202
H 1.918 2.415 -1.019 -0.385 -0.456 0.025
H 1.063 0.837 -1.223 -0.281 0.079 -0.116
H 2.870 3.028 1.228 -0.195 -0.254 0.224
H 2.502 2.939 3.695 -0.299 -0.249 -0.168
H 0.915 1.263 4.652 0.113 -0.075 -0.370
H -0.172 -0.426 3.162 0.147 0.292 0.009
```
Forces are in eV/Å.

Computed properties:
Lowest unoccupied orbital energy   -8.015 eV
Charge   +2
Energy relative to the best compared isomer or geometry (same formula, charge and spin)   0.00 kJ/mol
Kohn-Sham gap   5.4915 eV

***

6.
ORCA calculation (the ωB97M-V functional and the def2-TZVPD basis) on a structure of composition C4H10GdO2 at a distorted geometry.

Structure (XYZ):
```
17
Properties=species:S:1:pos:R:3:forces:R:3
C 1.942 0.796 0.429 0.932 -1.256 0.278
O 1.655 -0.105 -0.729 0.309 0.887 0.262
C 0.976 -1.301 -0.436 -0.326 -0.847 0.038
C -0.364 -1.058 0.248 0.198 -0.632 0.478
O -0.992 0.051 -0.388 -0.180 0.018 -0.138
C -2.346 0.247 -0.006 -0.720 -0.118 0.321
H 3.003 1.068 0.330 -0.373 0.140 -0.006
H 1.846 0.213 1.360 -0.156 0.417 -0.237
H 1.585 -1.955 0.212 -0.137 0.215 -0.250
H 0.816 -1.807 -1.397 0.092 0.137 0.243
H -0.247 -0.834 1.320 -0.068 -0.049 -0.247
H -0.997 -1.952 0.148 0.145 0.212 0.027
H -2.951 -0.614 -0.324 0.104 0.296 0.083
H -2.421 0.374 1.085 -0.032 -0.047 -0.279
H -2.703 1.152 -0.509 -0.042 -0.192 0.086
H 0.802 3.829 -0.539 -0.124 0.202 0.132
Gd 0.394 1.898 -0.804 0.378 0.616 -0.790
```
Forces are in eV/Å.

Computed properties:
Lowest unoccupied orbital energy (spin up / spin down)   -5.115 / -4.081 eV
Charge   +1
Energy relative to the best compared isomer or geometry (same formula, charge and spin)   0.00 kJ/mol
Kohn-Sham gap (spin up / spin down)   7.6349 / 9.0925 eV
Spin multiplicity   8

***

7.
ORCA calculation (the ωB97M-V functional and the def2-TZVPD basis) on a cluster of 2 separate species, CH2N2O in total at a distorted geometry.

Structure (XYZ):
```
6
Properties=species:S:1:pos:R:3:forces:R:3
C -0.051 1.606 -0.943 0.886 -2.784 0.967
N -0.472 2.573 -1.367 -0.916 2.201 -0.897
N 0.130 -1.073 0.579 -0.871 0.450 2.377
O 0.737 -0.408 -0.313 -0.531 -0.458 0.845
H -0.135 -0.638 1.548 0.976 -0.579 -2.411
H -0.210 -2.060 0.496 0.455 1.170 -0.881
```
Forces are in eV/Å.

Computed properties:
Lowest unoccupied orbital energy (spin up / spin down)   -1.099 / -2.370 eV
Energy relative to the best compared isomer or geometry (same formula, charge and spin)   596.62 kJ/mol
Kohn-Sham gap (spin up / spin down)   9.9266 / 7.8219 eV

***

8.
ORCA calculation (the ωB97M-V functional and the def2-TZVPD basis) on a cluster of 2 separate species, C4H12 in total at a distorted geometry.

Structure (XYZ):
```
16
Properties=species:S:1:pos:R:3:forces:R:3
C 1.449 -2.598 0.278 -1.348 1.506 -0.737
C 0.337 -1.868 -0.435 4.169 -1.967 0.700
H 1.203 -3.448 0.991 -0.142 0.960 0.814
H 2.211 -3.058 -0.286 0.832 -0.205 -1.293
H 1.900 -1.714 0.953 -0.601 -1.286 0.228
H 0.963 -0.859 -0.723 -0.918 -0.496 -0.161
H -0.395 -1.657 0.243 -2.098 1.322 1.552
H 0.048 -2.299 -1.379 0.087 0.231 -1.089
C -0.127 2.460 0.100 -5.507 1.682 1.274
C -1.764 1.823 0.069 3.236 1.010 -0.298
H 0.270 2.385 1.087 0.668 -0.348 0.397
H 0.361 2.026 -0.706 1.300 -0.723 -1.213
H -0.357 3.559 -0.077 0.817 -1.297 -0.043
H -2.495 2.562 0.492 0.806 -1.310 0.406
H -1.898 1.953 -0.998 -0.507 -0.751 -0.294
H -1.705 0.732 0.392 -0.793 1.674 -0.241
```
Forces are in eV/Å.

Computed properties:
Lowest unoccupied orbital energy (spin up / spin down)   -3.880 / -11.814 eV
Charge   +1
Energy relative to the best compared isomer or geometry (same formula, charge and spin)   196.18 kJ/mol
Kohn-Sham gap (spin up / spin down)   10.0747 / 2.1391 eV
Spin multiplicity   2